Density functional theory data (ωB97M-V/def2-TZVPD) for the molecule C4H12N2 at a distorted geometry.

```
18
Properties=species:S:1:pos:R:3:forces:R:3
C -2.10916 0.85047 0.35715 0.133 1.641 0.715
C -0.72583 0.57764 -0.14297 0.879 -0.788 -0.830
N -0.81713 -0.18237 -1.41512 -0.129 0.132 0.255
C 0.13695 -0.15373 0.89952 0.714 1.624 -0.716
C 1.43731 -0.87815 0.51772 -0.746 -1.475 0.029
N 2.35403 -0.27847 -0.46503 -0.176 -0.003 0.430
H -2.61964 1.45903 -0.38761 -0.558 -0.591 -0.283
H -2.06501 1.57330 1.18183 0.219 -0.219 0.229
H -2.64171 -0.00539 0.74039 -0.296 -0.387 -0.424
H -0.24592 1.53045 -0.34360 0.162 0.369 0.027
H 0.11048 -0.45948 -1.68452 0.260 -0.234 -0.103
H -1.09520 0.46036 -2.15149 -0.243 -0.098 0.057
H 0.43803 0.64525 1.58567 -0.264 -0.162 0.279
H -0.50735 -0.83433 1.39703 -0.374 -0.843 0.722
H 1.17497 -1.90711 0.21759 -0.161 0.168 -0.242
H 1.91757 -1.08271 1.47635 0.502 0.449 -0.116
H 3.23296 -0.78139 -0.39579 0.095 0.210 0.117
H 2.02467 -0.53337 -1.38712 -0.017 0.209 -0.147
```
Positions in Å, forces in eV/Å.

**Energy relative to the best compared isomer or geometry (same formula, charge and spin)**: 66.8 kJ/mol
**F_max**: 1.91 eV/Å
**Frontier orbital gap**: 10.332 eV
**SMILES**: C[C@H](N)CCN
**HOMO**: -0.34168 Ha

Mulliken atomic charge list, values in e, 6 entries: -1.412, 0.619, -0.733, -0.761, -0.666, -0.669

Density functional theory data (ωB97M-V/def2-TZVPD) for a cluster of 2 separate species, C4H12N2 in total.

```
18
Properties=species:S:1:pos:R:3:forces:R:3
C 0.92100 -0.13908 0.36272 -0.392 -0.061 -0.028
C 0.59455 -1.58354 0.18917 0.073 0.025 -0.036
C 1.42754 0.65710 -0.78396 -0.005 0.066 -0.056
C -0.88643 -1.59993 0.53312 0.056 0.251 0.046
N -0.85958 1.14906 0.66215 0.279 -0.188 -0.019
N -1.55922 1.71098 -0.44674 0.055 -0.035 0.078
H -0.90271 1.80297 1.44718 -0.038 -0.104 -0.105
H 1.21042 0.17509 1.35721 -0.020 -0.002 -0.010
H -1.85603 0.92482 -1.02077 0.021 0.043 0.025
H -0.90561 2.26195 -0.99903 -0.010 -0.088 0.012
H 1.21118 -2.19318 0.86234 -0.048 0.075 -0.002
H 0.81470 -1.90901 -0.83514 -0.015 0.060 0.036
H 2.35492 0.19194 -1.14755 -0.079 -0.009 0.072
H 1.62532 1.69909 -0.53259 -0.013 -0.049 0.009
H 0.72939 0.62709 -1.62641 0.011 -0.029 0.058
H -1.53631 -1.78224 -0.31804 0.048 -0.041 0.006
H -1.15544 -2.15890 1.42265 0.042 -0.031 -0.049
H -1.22769 0.16580 0.87368 0.035 0.116 -0.039
```
Positions in Å, forces in eV/Å.

**Energy relative to the best compared isomer or geometry (same formula, charge and spin)**: 555.4 kJ/mol
**F_max**: 0.40 eV/Å
**Frontier orbital gap (spin up / spin down)**: 6.661 / 6.666 eV
**HOMO (spin up / spin down)**: -0.22854 / -0.22866 Ha

Mulliken atomic charge list, values in e, 6 entries: 0.171, -0.082, -1.345, -1.282, -0.335, -0.655

Density functional theory data (ωB97M-V/def2-TZVPD) for a cluster of 2 separate species, C4H12N2 in total at a distorted geometry.

```
18
Properties=species:S:1:pos:R:3:forces:R:3
C 1.76254 0.26536 -1.39929 -1.405 -0.669 -2.664
C 0.97647 -1.13743 -1.10148 3.282 1.739 -0.355
C 1.88353 -2.36571 -1.48671 1.016 0.163 1.401
H 2.41430 0.14009 -2.29323 -0.187 -0.076 0.705
H 1.19534 1.19939 -1.68503 -0.305 -1.250 0.337
H 2.33563 0.60123 -0.59834 1.269 0.080 1.518
H 1.00298 -1.13422 -0.01463 -1.090 -0.288 0.139
H 0.01344 -1.09042 -1.58991 -0.240 -0.431 0.192
H 2.24421 -2.45005 -2.50585 -0.143 0.549 -0.291
H 1.33677 -3.27593 -1.31390 -0.375 -0.458 0.161
H 2.84069 -2.48395 -0.81384 -1.843 0.655 -1.121
N -1.97838 0.81954 2.52841 -2.653 2.417 -0.712
C -2.47402 1.92666 1.84171 0.431 -0.844 0.553
N -3.75804 2.16416 1.63638 1.896 -5.288 1.083
H -1.42417 0.97614 3.38126 0.565 -0.315 -0.756
H -2.76022 0.19414 2.61545 -0.288 -0.973 0.793
H -1.76683 2.57579 1.40176 1.086 0.861 -0.087
H -3.84424 3.07520 1.39724 -1.017 4.129 -0.896
```
Positions in Å, forces in eV/Å.

**Energy relative to the best compared isomer or geometry (same formula, charge and spin)**: 265.1 kJ/mol
**F_max**: 5.72 eV/Å
**Expectation value of S²**: 0.7830
**Frontier orbital gap (spin up / spin down)**: 8.034 / 3.933 eV
**Multiplicity**: 2
**HOMO (spin up / spin down)**: -0.50093 / -0.50091 Ha
**Charge**: +1

Mulliken atomic charge list, values in e, 6 entries: -1.024, -0.199, -1.097, 0.268, 0.284, 0.336

Density functional theory data (ωB97M-V/def2-TZVPD) for a cluster of 2 separate species, C4H12N2 in total at a distorted geometry.

```
18
Properties=species:S:1:pos:R:3:forces:R:3
C 0.21649 4.51046 0.11267 0.908 1.427 -1.147
C -0.30748 3.28350 -0.60292 -1.172 -0.718 0.473
N 0.54924 2.07744 -0.57219 0.021 0.096 2.296
H -0.42615 5.39609 -0.11110 0.470 -0.643 0.311
H 0.27078 4.35721 1.15722 -0.556 -0.275 1.349
H 1.27909 4.81621 -0.06425 -0.746 -0.362 -0.714
H -1.27374 3.05486 -0.04166 0.955 -0.024 -1.091
H -0.53077 3.41770 -1.67062 -0.127 0.439 0.415
H 1.44143 2.39476 -0.93433 0.275 -0.291 0.003
H 0.72244 1.87372 0.46346 -0.043 0.277 -1.857
C -0.82934 -2.53803 0.47184 -0.218 3.747 0.881
C -0.26919 -3.72434 0.77533 1.005 -3.112 -1.616
N 0.43710 -4.46662 -0.11034 -1.188 1.324 -0.174
H -0.76550 -1.87071 -0.36660 0.388 -0.736 -1.192
H -1.19514 -1.87133 1.25768 -0.380 -0.926 0.331
H -0.52757 -4.22437 1.69144 0.221 -0.055 0.387
H 0.64071 -4.14868 -1.06628 -0.132 0.317 0.623
H 0.51929 -5.46317 -0.03994 0.318 -0.483 0.722
```
Positions in Å, forces in eV/Å.

**Energy relative to the best compared isomer or geometry (same formula, charge and spin)**: 103.3 kJ/mol
**F_max**: 3.86 eV/Å
**Expectation value of S²**: 0.7663
**Frontier orbital gap (spin up / spin down)**: 7.779 / 3.877 eV
**Multiplicity**: 2
**HOMO (spin up / spin down)**: -0.43829 / -0.43823 Ha
**Charge**: +1

Mulliken atomic charge list, values in e, 6 entries: -1.070, -0.320, -0.608, 0.280, 0.337, 0.327

Density functional theory data (ωB97M-V/def2-TZVPD) for a cluster of 2 separate species, C4H12N2 in total at a distorted geometry.

```
18
Properties=species:S:1:pos:R:3:forces:R:3
C 0.87095 0.52455 0.09206 5.153 0.384 0.073
C 0.47973 -0.72400 -0.54549 -2.641 0.392 -0.563
C -1.11782 -0.66524 -0.34796 3.530 1.238 -0.193
C -1.57166 0.47151 0.21511 -3.249 -2.031 -0.369
N -2.94192 0.30561 0.88456 -0.450 0.812 -0.388
N 3.09805 0.07157 -0.35893 -0.917 -0.409 -0.474
H 1.34688 0.63024 1.07339 -1.196 -0.508 0.315
H 0.94211 1.50412 -0.39429 -0.788 -0.402 -0.362
H 0.79375 -1.66721 -0.08056 -0.016 0.469 0.352
H 0.75783 -0.76231 -1.59330 -0.156 0.123 -0.277
H -1.48541 -1.64147 -0.62510 -1.083 -0.078 0.978
H -1.51491 1.53097 -0.00222 1.512 -0.058 0.232
H -3.40344 1.21274 1.02886 0.236 0.047 0.156
H -2.84545 -0.11845 1.81033 -0.095 -0.189 -0.065
H -3.64058 -0.19803 0.32452 0.276 -0.439 0.056
H 3.67235 -0.28030 0.40274 -0.166 0.137 0.366
H 3.74320 0.54896 -0.98580 -0.211 0.657 0.084
H 2.81635 -0.74327 -0.89792 0.262 -0.145 0.078
```
Positions in Å, forces in eV/Å.

**Energy relative to the best compared isomer or geometry (same formula, charge and spin)**: 367.6 kJ/mol
**F_max**: 5.17 eV/Å
**Frontier orbital gap**: 9.802 eV
**HOMO**: -0.71448 Ha
**Charge**: +2

Mulliken atomic charge list, values in e, 6 entries: -0.387, -0.401, -0.283, -0.411, -0.358, -0.682

Density functional theory data (ωB97M-V/def2-TZVPD) for the ion C4H12N2 with charge +2 at a distorted geometry.

```
18
Properties=species:S:1:pos:R:3:forces:R:3
C -1.28028 2.49713 -0.64506 2.193 0.440 -0.742
N -1.75608 1.39697 -0.12800 -0.599 1.003 -1.229
C -1.03398 0.10858 0.28860 -1.601 0.712 0.247
C 0.43517 -0.05606 0.07513 0.184 -2.672 0.985
C 0.82254 -1.63090 0.28687 -3.026 0.901 -0.091
N 2.25225 -1.81930 0.13126 2.737 -1.451 -1.871
H -0.01283 2.57510 -0.65952 -3.909 -0.147 -0.037
H -1.87789 3.43120 -1.20357 1.214 -2.819 2.011
H -2.81164 1.20300 -0.06074 1.804 0.907 -0.300
H -1.29982 0.09732 1.37250 0.150 -0.753 -0.818
H -1.57454 -0.61906 -0.34510 0.039 0.038 0.811
H 0.76024 0.08406 -0.90010 0.346 1.012 -2.000
H 0.97414 0.54138 0.76606 0.801 0.567 0.601
H 0.26623 -2.29115 -0.42304 0.556 0.718 0.324
H 0.47426 -1.93766 1.28245 0.617 -0.059 -0.133
H 2.63676 -1.58803 -0.85429 -0.954 0.249 1.702
H 2.71290 -1.19380 0.81702 0.459 -0.819 -0.363
H 2.61822 -2.85857 0.15224 -1.012 2.173 0.902
```
Positions in Å, forces in eV/Å.

**Energy relative to the best compared isomer or geometry (same formula, charge and spin)**: 180.6 kJ/mol
**F_max**: 3.91 eV/Å
**Frontier orbital gap**: 12.673 eV
**SMILES**: C=[NH+]CCC[NH3+]
**HOMO**: -0.76507 Ha
**Charge**: +2

Mulliken atomic charge list, values in e, 6 entries: -0.106, -0.087, -0.499, -0.841, -0.905, -0.326